A gas-phase ion, C5H11N2 (charge +1) at a distorted geometry. Source: the OMol25 dataset; level of theory: ωB97M-V/def2-TZVPD.

Cartesian coordinates (Å):
1 C -1.02760 0.96338 0.05735
2 C -2.97850 -0.39989 0.18124
3 C 0.30357 0.70419 -0.79602
4 C 0.76202 -1.41451 -0.17409
5 C 2.41873 0.09683 0.46755
6 N -1.74799 -0.27618 0.07196
7 N 1.16329 -0.19403 -0.11874
8 H -0.83531 1.20830 1.07956
9 H -1.50493 1.80458 -0.40971
10 H -3.62845 0.44933 0.32534
11 H -3.39860 -1.37863 0.31084
12 H 0.10424 0.23910 -1.75464
13 H 0.74802 1.77337 -0.81580
14 H 1.33260 -2.16928 0.29648
15 H -0.20464 -1.73427 -0.54761
16 H 3.19718 0.67437 -0.21023
17 H 2.22314 0.44695 1.50141
18 H 3.07324 -0.79362 0.53509

Its relative energy (zero: lowest compared OMol25 entry of this formula, charge and spin) is 241.83 kJ/mol. The HOMO-LUMO gap comes out at 9.041 eV. The SMILES is C=NCC[N+](=C)C. The value obtained for the max |F| is 4.566 eV Å⁻¹. The charge is +1.

Results of the Löwdin charge analysis, in e, for atoms 1 through 4:
1 C -0.1654
2 C 0.0061
3 C -0.1074
4 C 0.1909